Record 1
13
Properties=species:S:1:pos:R:3:forces:R:3:nbo_charge:R:1 method="wB97M-V/def2-TZVPD" e_tot_ev=-14797.76497 charge=-1 multiplicity=1 lumo_ev=3.591 homo_lumo_gap_ev=8.7 homo_ev=-5.14
C -0.54930 -1.55599 -0.20757 -3.662 0.138 -0.718 0.79
C -2.70110 0.28514 -0.25141 -2.790 -1.884 1.526 0.97
N -1.65173 -1.09973 -0.44574 1.473 0.086 0.532 -0.72
N 0.87595 0.34893 -0.09304 -2.874 2.639 3.107 -0.23
N 1.68550 0.29108 1.16917 -0.919 -2.171 -0.720 -0.73
O -3.78882 -0.06409 0.24713 2.605 0.308 -1.123 -0.70
O 0.37744 -2.26545 -0.01424 1.035 -0.514 0.305 -0.66
O -2.19075 1.28547 -0.64677 1.059 0.804 -0.381 -0.68
O 1.54542 1.25337 -0.96393 0.553 -1.155 -0.160 -0.59
H 2.51539 0.87594 1.07364 -0.223 -0.296 -0.257 0.34
H 1.91495 -0.75602 1.21733 0.015 2.117 -0.067 0.37
H -0.16413 0.85364 0.23136 3.916 -1.227 -1.574 0.39
H 2.13118 0.54770 -1.31593 -0.188 1.154 -0.469 0.46


Record 2
53
Properties=species:S:1:pos:R:3:forces:R:3:nbo_charge:R:1 method="wB97M-V/def2-TZVPD" e_tot_ev=-92600.10579 charge=0 multiplicity=5 lumo_ev="0.274 / 0.273" homo_lumo_gap_ev="7.9 / 9.1" homo_ev="-7.65 / -8.86"
Cr -0.74273 -0.92535 1.35608 -1.644 0.559 1.515 1.39
O 0.18995 -0.29419 5.03848 0.111 -0.085 2.009 -0.67
C -0.22997 -0.36271 3.80854 -1.132 0.249 -0.881 0.95
O 0.48495 0.09128 2.92674 3.260 1.182 -2.992 -0.79
O -1.32381 -0.80070 3.48243 -2.644 -2.145 0.147 -0.73
H 1.00729 0.19922 4.93788 0.442 0.075 0.381 0.49
O -3.76866 -3.54723 0.41730 -1.281 0.135 -0.612 -0.66
C -2.66134 -2.85898 0.41621 4.921 1.797 1.955 0.96
O -1.57081 -3.51875 0.47039 -1.250 0.122 -0.675 -0.81
O -2.60913 -1.58144 0.56503 -0.798 -0.212 -0.513 -0.81
H -3.30544 -4.38581 0.35565 -0.618 -1.269 0.023 0.50
O -1.66495 1.28874 1.34748 -0.965 1.144 0.436 -0.92
S -2.74909 2.17765 0.99189 -2.947 0.992 -0.765 2.27
O -3.88297 2.58003 1.89224 3.417 -1.179 -1.850 -0.89
O -2.07507 3.58524 0.37628 -0.623 -2.327 0.638 -0.71
C -1.74159 4.58021 1.37144 -0.916 0.262 -0.847 -0.08
C -1.27200 5.76446 0.54898 1.416 0.356 0.848 -0.63
C -3.49381 1.53572 -0.62783 0.824 1.905 1.538 -0.80
H -1.02853 4.19442 2.10001 0.277 0.044 -0.252 0.19
H -2.67539 4.78915 1.89343 0.108 0.260 0.185 0.20
H -0.74233 6.42111 1.23915 -0.573 0.601 0.260 0.22
H -2.01719 6.30602 -0.03371 -0.113 -0.257 0.296 0.22
H -0.41205 5.54582 -0.08410 -0.310 -0.673 -0.422 0.22
H -4.09393 0.64551 -0.43944 0.595 -0.098 0.027 0.28
H -2.61210 1.50585 -1.26798 -0.312 -0.649 -0.019 0.23
H -4.11033 2.37182 -0.95790 -0.125 -0.124 0.039 0.24
O 3.49205 -2.08254 0.99838 -1.162 0.424 -0.398 -0.91
S 2.21040 -2.57388 0.54446 0.680 -1.308 -0.550 2.34
O 0.96876 -2.22027 1.24144 2.780 -1.046 -1.738 -0.90
O 2.06919 -2.28013 -1.10621 -1.990 0.893 2.920 -0.70
C 3.25353 -2.14233 -1.84457 1.000 -1.873 -1.502 -0.07
C 2.86147 -2.46973 -3.30597 -0.351 0.941 0.544 -0.62
C 2.42826 -4.39151 0.48025 -0.696 -0.062 1.477 -0.89
H 3.80942 -3.02521 -1.52898 1.136 0.516 0.026 0.17
H 3.79448 -1.20207 -1.73790 -0.249 -0.050 0.339 0.20
H 3.63581 -2.32191 -4.05873 0.438 -0.320 0.437 0.22
H 2.10510 -1.74850 -3.61554 -0.423 -0.235 0.045 0.22
H 2.47587 -3.48924 -3.30125 -0.068 0.156 -0.371 0.22
H 2.82158 -4.76283 1.42657 0.270 0.870 0.489 0.26
H 3.18361 -4.77324 -0.20665 -0.580 0.513 -0.644 0.25
H 1.44941 -4.86772 0.53657 -0.127 0.112 -1.109 0.27
C 2.51853 1.46760 0.11859 0.683 -0.073 -0.395 -0.26
O 1.85471 1.18890 -1.13533 -1.510 -0.041 -1.492 -0.51
C 0.65142 0.56409 -1.27393 0.503 -1.543 2.078 1.06
O 0.08682 -0.01158 -0.32110 0.947 1.716 -2.917 -0.69
O 0.29016 0.50767 -2.57358 0.890 0.371 1.284 -0.49
C -1.03844 0.18651 -3.01041 -0.655 0.281 -0.368 -0.27
H 2.95732 0.54641 0.50198 -1.006 -0.096 0.817 0.22
H 1.97439 2.18526 0.73256 -0.464 -0.930 0.361 0.21
H 3.43995 2.00602 -0.10316 -0.172 0.233 -0.868 0.20
H -1.03023 -0.38934 -3.93586 0.742 -0.405 0.299 0.21
H -1.48791 1.11629 -3.35906 -0.130 0.216 0.501 0.19
H -1.67462 -0.32380 -2.28726 0.393 0.077 0.264 0.22


Record 3
16
Properties=species:S:1:pos:R:3:forces:R:3:nbo_charge:R:1 method="wB97M-V/def2-TZVPD" e_tot_ev=-19572.55843 charge=+1 multiplicity=1 lumo_ev="-4.333 / -4.334" homo_lumo_gap_ev="8.5 / 8.5" homo_ev="-12.79 / -12.79"
C -0.64786 0.08442 1.45103 5.506 -4.027 -3.435 0.30
C -1.68482 2.84505 -0.48810 -1.745 1.248 0.818 -0.06
C 1.90895 -2.10597 0.41204 -0.349 1.244 1.248 0.21
C 1.25086 -3.27131 -0.16975 -0.008 -1.748 0.234 -0.72
N 0.27829 -0.68148 1.37991 -2.894 1.650 0.027 -0.11
N 1.46230 -1.03856 1.02217 2.099 -1.271 -1.062 -0.23
N -1.49402 3.80677 -1.38380 -0.671 0.719 0.583 -0.72
S -0.92497 1.42991 -0.61582 1.148 -1.917 0.470 -0.01
H -1.21873 0.57469 2.07491 -3.145 2.173 2.896 0.22
H -2.51163 3.05075 0.32438 1.693 -0.257 -1.701 0.23
H 3.00805 -2.19209 0.29126 -0.665 0.836 0.435 0.22
H 1.78102 -3.37745 -1.14666 -0.925 -0.200 0.369 0.27
H 0.15118 -3.25183 -0.20586 0.497 0.125 -0.295 0.25
H 1.54859 -4.22759 0.41476 -0.315 1.563 -0.767 0.28
H -0.69571 3.80966 -2.06664 -1.488 -0.016 0.941 0.45
H -2.21151 4.54504 -1.29382 1.263 -0.123 -0.759 0.43


Record 4
34
Properties=species:S:1:pos:R:3:forces:R:3:nbo_charge:R:1 method="wB97M-V/def2-TZVPD" e_tot_ev=-15748.77498 charge=0 multiplicity=1 smiles=Cc1cc(N(C)C)ccc1C[C@@H](C)N lumo_ev=0.860 homo_lumo_gap_ev=8.2 homo_ev=-7.30
C -0.63112 -2.66284 -0.18132 0.041 0.057 0.007 -0.63
C -0.07318 -1.28418 0.03832 0.018 0.101 0.046 0.00
C 1.28527 -1.08408 -0.14746 0.110 -0.012 0.037 -0.23
C 1.89310 0.16013 0.04459 -0.205 0.004 -0.023 0.18
C 1.06976 1.21735 0.44438 0.193 0.115 -0.021 -0.31
C -0.28169 1.01843 0.63067 -0.072 -0.189 -0.037 -0.12
C -0.88641 -0.21587 0.42609 -0.013 -0.036 0.081 -0.09
C -2.36755 -0.37857 0.65307 0.012 0.332 -0.014 -0.44
H -2.70262 -1.33652 0.25294 -0.078 -0.015 0.039 0.20
H -2.56304 -0.38610 1.73228 -0.103 -0.089 -0.030 0.21
C -3.23817 0.72413 0.01122 0.166 -0.212 -0.134 -0.04
N -4.66158 0.50031 0.21725 -0.248 0.000 0.087 -0.83
H -4.87044 0.42034 1.20678 -0.035 -0.058 -0.063 0.35
H -4.94529 -0.36798 -0.22718 -0.009 0.034 0.075 0.35
C -2.97327 0.82830 -1.48746 -0.023 0.209 0.367 -0.62
H -3.18223 -0.12157 -1.97574 -0.021 -0.168 -0.083 0.19
H -3.61931 1.58852 -1.91797 -0.044 0.054 -0.090 0.22
H -1.93588 1.09222 -1.66922 0.099 -0.014 -0.120 0.22
H -3.01195 1.68758 0.48042 0.063 -0.066 -0.064 0.18
H -0.88248 1.85512 0.95602 -0.060 0.108 0.032 0.20
H 1.48240 2.19547 0.63259 0.076 0.091 0.019 0.21
N 3.24222 0.32584 -0.17242 0.252 0.076 0.009 -0.43
C 3.83149 1.63791 -0.22381 -0.095 0.026 0.055 -0.40
H 4.77874 1.57854 -0.75992 -0.014 0.043 0.019 0.20
H 4.02184 2.05820 0.77320 0.010 0.073 -0.022 0.18
H 3.17805 2.31555 -0.77271 0.047 0.070 0.012 0.21
C 4.15164 -0.78721 -0.05049 -0.086 -0.117 -0.141 -0.40
H 3.75976 -1.52761 0.64876 0.050 -0.018 -0.008 0.20
H 4.32742 -1.27572 -1.01637 0.068 -0.088 0.068 0.19
H 5.10855 -0.43472 0.33504 0.001 -0.023 -0.008 0.20
H 1.88523 -1.92238 -0.46820 0.065 -0.082 -0.046 0.20
H -1.34968 -2.66649 -1.00015 -0.094 -0.074 -0.028 0.22
H 0.16758 -3.35823 -0.42978 0.003 -0.054 -0.015 0.21
H -1.13223 -3.02580 0.71565 -0.072 -0.077 -0.007 0.22